Entry 1:
# C5H13NOS

The molecule C5H13NOS in a non-equilibrium geometry (the ωB97M-V functional and the def2-TZVPD basis, the OMol25 dataset).

The geometry in XYZ format:
```
21
Properties=species:S:1:pos:R:3
C 1.6712 -0.2170 -1.9846
C 0.5413 0.4716 -1.2331
C -0.4150 -0.5621 -0.5989
C 0.0948 -1.4358 0.5960
S -1.4179 -2.1227 1.3355
N 1.1710 1.3063 -0.1938
C 0.3509 2.0957 0.7087
O -0.5207 2.9107 -0.0795
H 2.2670 0.3911 -2.6945
H 2.4716 -0.6599 -1.4087
H 1.3174 -0.9896 -2.6726
H -0.1074 1.0166 -1.9425
H -0.9829 -1.0308 -1.4102
H -1.3518 -0.1050 -0.1790
H 0.8001 -2.1907 0.2498
H 0.5854 -0.7686 1.3275
H -0.9736 -3.3120 1.7909
H 1.8484 0.7375 0.2949
H 1.0095 2.8566 1.1714
H -0.2210 1.5647 1.4906
H -0.9480 2.3171 -0.7052
```

- SMILES: C[C@@H](CCS)NCO
- M: 135.2 g mol⁻¹
- Energy: -19767.5446 eV
- E_HOMO: -0.3248 Eh
- HOMO-LUMO gap: 9.6 eV
- Lowest unoccupied orbital energy: 0.79 eV
- Total charge: 0

Entry 2:
# C2H3O2

The ion C2H3O2 with charge +1 in a non-equilibrium geometry (the ωB97M-V functional and the def2-TZVPD basis, the OMol25 dataset).

The geometry in XYZ format:
```
7
Properties=species:S:1:pos:R:3
C -1.3700 0.5478 -0.0260
C 0.7732 -0.2907 -0.0968
O -1.7809 -0.5185 0.0307
O 0.1368 0.7400 0.0905
H -1.6835 1.5512 -0.2570
H 1.7722 -0.1265 0.2183
H 0.0804 -1.1955 -0.2029
```

- Expectation value of S²: 2.01
- M: 59.0 g mol⁻¹
- Energy: -6202.5037 eV
- E_HOMO (alpha / beta): -0.5154 / -0.7171 Eh
- HOMO-LUMO gap (alpha / beta): 8.0 / 7.5 eV
- Lowest unoccupied orbital energy (alpha / beta): -6.05 / -12.00 eV
- Total charge: +1
- Multiplicity: 3

Entry 3:
# C36H32N2O3P

A cluster of 2 separate species, C36H32N2O3P in total in a non-equilibrium geometry (the ωB97M-V functional and the def2-TZVPD basis, the OMol25 dataset).

The geometry in XYZ format:
```
74
Properties=species:S:1:pos:R:3
C 3.5283 -3.7453 -3.3583
C 3.3077 -2.5634 -4.0767
C 3.0884 -1.3576 -3.3991
C 3.0842 -1.3378 -1.9993
P 2.6721 0.1475 -1.0398
C 3.8132 1.3606 -1.7284
C 3.3741 2.4770 -2.4448
C 4.3105 3.3822 -2.9632
C 5.6798 3.1729 -2.7681
C 6.1198 2.0546 -2.0445
C 5.1878 1.1518 -1.5252
N 1.1471 0.5792 -1.5727
C 0.0869 -0.1475 -1.5563
C -1.1341 0.2568 -2.2352
C -2.0105 -0.7335 -2.7248
C -3.2097 -0.3644 -3.3277
C -3.5186 0.9948 -3.4852
C -2.6062 1.9857 -3.0859
C -1.3976 1.6197 -2.4776
O 2.7993 -0.0292 0.4322
C 3.3320 -2.5107 -1.2788
C 3.5570 -3.7121 -1.9568
H 3.6769 -4.6962 -3.8836
H 3.3037 -2.5874 -5.1718
H 2.9173 -0.4460 -3.9731
H 2.3081 2.6346 -2.6057
H 3.9681 4.2570 -3.5232
H 6.4139 3.8758 -3.1768
H 7.1856 1.8867 -1.8848
H 5.5259 0.2795 -0.9684
H 0.0709 -1.1710 -1.1502
H -1.7117 -1.7828 -2.6304
H -3.8938 -1.1426 -3.6793
H -4.4714 1.2740 -3.9260
H -2.8290 3.0387 -3.2511
H -0.6506 2.3529 -2.1736
H 3.3386 -2.4768 -0.1902
H 3.7482 -4.6222 -1.3870
C -3.9935 -4.4416 -0.6243
C -4.0125 -2.9342 -0.6689
O -3.8331 -2.4219 0.6649
C -3.8300 -1.0587 0.7445
C -3.2188 -0.6559 2.0258
N -2.7548 0.5283 2.2201
C -1.8183 0.8925 3.1067
C -1.8738 2.2673 3.5852
C -0.7822 2.9048 4.2137
C -0.8675 4.2482 4.5866
C -2.0522 4.9699 4.3696
C -3.1496 4.3395 3.7589
C -3.0542 3.0032 3.3661
C -0.8063 -0.0873 3.5369
C -0.2439 -0.1049 4.8375
C 0.6501 -1.1146 5.2104
C 0.9985 -2.1276 4.3071
C 0.4462 -2.1229 3.0212
C -0.4689 -1.1370 2.6591
O -4.2351 -0.3116 -0.1259
H -3.9820 -4.7984 -1.6550
H -3.1013 -4.8254 -0.1166
H -4.8894 -4.8342 -0.1384
H -3.1882 -2.5678 -1.2994
H -4.9659 -2.5594 -1.0688
H -3.1549 -1.4444 2.7940
H 0.1333 2.3443 4.3809
H -0.0092 4.7354 5.0481
H -2.1270 6.0140 4.6791
H -4.0810 4.8834 3.5825
H -3.8925 2.5080 2.8758
H -0.5371 0.6566 5.5583
H 1.0833 -1.1123 6.2139
H 1.6951 -2.9197 4.5963
H 0.7197 -2.8807 2.2809
H -0.9150 -1.1910 1.6644
```

- M: 571.6 g mol⁻¹
- Energy: -56264.0702 eV
- E_HOMO: -0.0754 Eh
- HOMO-LUMO gap: 4.0 eV
- Lowest unoccupied orbital energy: 1.94 eV
- Total charge: -1

Entry 4:
# C43H60BClN9O7Zr

A structure of composition C43H60BClN9O7Zr (the ωB97M-V functional and the def2-TZVPD basis, the OMol25 dataset).

The geometry in XYZ format:
```
122
Properties=species:S:1:pos:R:3
Zr 0.2014 0.2579 -0.2261
C 0.3110 4.1281 -1.6377
C 1.0053 4.3517 -0.3048
C 2.5263 4.2217 -0.3995
C 0.3644 3.5642 0.8096
C 0.0675 4.1069 2.0513
C -0.6051 3.1367 2.7608
C -1.1513 3.3933 4.1415
C -1.1480 2.2332 5.1339
C -2.5227 4.0679 4.0460
N -0.7169 2.0389 1.9703
N -0.0844 2.3040 0.7637
B -1.7747 0.8816 2.1002
N -1.2145 -0.5961 2.1698
N -0.8732 -1.2172 0.9918
C -0.8481 -2.5439 1.2136
C -1.1240 -2.7762 2.5513
C -1.3531 -1.5295 3.1245
C -1.7047 -1.2478 4.5505
C -0.4483 -1.3712 5.4175
C -2.8115 -2.1801 5.0407
C -0.7281 -3.5460 0.1015
C -0.5889 -4.9647 0.6424
C -1.9445 -3.4286 -0.8237
N -2.6699 0.8932 0.8427
N -2.0685 0.9211 -0.3966
C -3.0550 1.0267 -1.3003
C -4.2786 1.0572 -0.6391
C -4.0109 0.9264 0.7081
C -5.0887 0.5849 1.7127
C -5.3460 -0.9269 1.6021
C -4.9496 0.9616 3.1814
C -2.9794 1.0373 -2.8059
C -1.7616 1.7018 -3.4291
C -3.2573 -0.3679 -3.3496
H 0.7674 4.7505 -2.4097
H -0.7481 4.3806 -1.5772
H 0.3947 3.0958 -1.9660
H 0.8088 5.3872 -0.0117
H 2.8300 3.2473 -0.7698
H 3.0000 4.3697 0.5713
H 2.9104 4.9785 -1.0849
H 0.3020 5.1009 2.3941
H -0.4599 4.1437 4.5334
H -2.1054 1.7154 5.1380
H -0.9876 2.6158 6.1422
H -0.3594 1.5105 4.9223
H -3.2319 3.4171 3.5378
H -2.4640 5.0010 3.4859
H -2.9099 4.2868 5.0420
H -2.3886 1.0991 3.0766
H -1.1999 -3.7311 3.0415
H -2.0637 -0.2243 4.6072
H -0.0857 -2.4010 5.4199
H -0.6677 -1.0877 6.4476
H 0.3567 -0.7343 5.0482
H -2.4786 -3.2194 5.0471
H -3.7002 -2.1140 4.4109
H -3.0954 -1.9194 6.0607
H 0.1635 -3.3241 -0.4809
H -1.4824 -5.2631 1.1947
H 0.2734 -5.0672 1.3031
H -0.4660 -5.6660 -0.1829
H -2.8499 -3.7407 -0.2978
H -1.8184 -4.0751 -1.6938
H -2.0880 -2.4056 -1.1694
H -5.2521 1.1183 -1.0974
H -5.9733 1.1053 1.3353
H -4.4612 -1.4820 1.9286
H -5.5696 -1.2248 0.5784
H -6.1819 -1.2163 2.2406
H -4.1909 0.3656 3.6882
H -5.9013 0.7550 3.6730
H -4.7234 2.0142 3.3316
H -3.8381 1.6505 -3.0976
H -0.8334 1.2128 -3.1429
H -1.7021 2.7525 -3.1515
H -1.8409 1.6501 -4.5170
H -2.5108 -1.0775 -3.0005
H -3.2585 -0.3605 -4.4417
H -4.2326 -0.7232 -3.0155
C 7.3055 1.3792 -2.5199
O 6.1087 1.3307 -3.2838
C 5.6764 0.1183 -3.6958
C 6.3174 -1.0853 -3.4218
C 5.7819 -2.2657 -3.9196
C 4.5893 -2.2679 -4.6233
C 3.9674 -1.0572 -4.9279
C 4.5138 0.1239 -4.4732
N 4.1372 -3.5518 -5.0832
N 2.9771 -3.9288 -4.8914
C 2.0894 -3.0840 -4.1333
C 0.9531 -2.5933 -4.7074
C 0.0816 -1.7319 -3.9975
C 0.3865 -1.3926 -2.7070
O -0.3541 -0.5897 -1.9245
C 1.5284 -1.9485 -2.0832
N 1.7181 -1.5807 -0.7851
C 2.6895 -2.1625 -0.1148
C 3.5559 -3.1055 -0.6965
C 3.4164 -3.4244 -2.0190
C 2.3700 -2.8357 -2.7625
H 7.4631 2.4256 -2.2783
H 8.1536 1.0082 -3.0994
H 7.2069 0.8025 -1.5973
H 7.2363 -1.1157 -2.8549
H 6.2918 -3.2069 -3.7556
H 3.0766 -1.0330 -5.5410
H 4.0777 1.0807 -4.7334
H 0.7336 -2.8478 -5.7365
H -0.8035 -1.3378 -4.4751
H 2.7962 -1.8973 0.9264
H 4.3261 -3.5557 -0.0872
H 4.0785 -4.1405 -2.4889
O 1.6600 1.1378 -2.3702
H 1.5434 1.1339 -3.3243
H 2.5642 1.4213 -2.1905
O 2.3258 1.0944 -0.0043
Cl 2.6007 0.8282 1.4449
O 2.5490 2.0106 2.2015
O 3.8169 0.1317 1.5836
O 1.4392 -0.0538 1.7434
```

- M: 952.5 g mol⁻¹
- Energy: -87781.8516 eV
- E_HOMO: -0.3819 Eh
- HOMO-LUMO gap: 7.2 eV
- Lowest unoccupied orbital energy: -3.17 eV
- Total charge: +1

Entry 5:
# C13H11BFN2O12P

A cluster of 2 separate species, C13H11BFN2O12P in total in a non-equilibrium geometry (the ωB97M-V functional and the def2-TZVPD basis, the OMol25 dataset).

The geometry in XYZ format:
```
41
Properties=species:S:1:pos:R:3
C -0.1925 -4.4000 -2.8648
C -0.7499 -4.0745 -1.5357
O -1.8533 -4.1554 -1.1885
O 0.2273 -3.4933 -0.6314
C 0.8348 -4.3592 0.1377
O 0.6805 -5.5339 0.1573
C 1.9154 -3.7963 1.0478
N 1.7584 -2.3730 1.5024
F 2.8456 -2.1609 2.4054
P 0.2670 -2.2632 2.6171
O -0.9635 -2.1770 1.8567
C 1.7888 -1.3423 0.4759
C 1.2262 -0.1000 0.7294
C 1.3031 0.8330 -0.2831
C 1.9114 0.4897 -1.4838
N 2.4780 -0.7003 -1.7196
C 2.4196 -1.5911 -0.7390
H 0.8754 -4.2537 -2.9266
H -0.4465 -5.4206 -3.1129
H -0.6802 -3.7466 -3.5790
H 2.8849 -3.9113 0.5865
H 1.9164 -4.4123 1.9357
H 0.4582 -3.4260 3.3708
H 0.6199 -1.1609 3.3945
H 0.7426 0.1885 1.6471
H 0.8896 1.8114 -0.1268
H 1.9455 1.2116 -2.2827
H 2.8907 -2.5412 -0.9268
B -2.1590 5.1592 0.1217
O -2.8672 5.2276 -1.1581
C -3.8211 6.1569 -1.0823
O -4.5774 6.4598 -1.9529
C -3.7679 6.7624 0.3346
O -4.4762 7.6208 0.7620
O -2.7863 6.1490 0.9974
O -2.2349 3.7857 0.7067
C -1.0284 3.3177 0.8639
O -0.7184 2.2342 1.2954
C -0.0231 4.3674 0.3645
O 1.1675 4.2062 0.3311
O -0.7014 5.4116 -0.0476
```

- M: 448.0 g mol⁻¹
- Energy: -53893.3080 eV
- E_HOMO: -0.3267 Eh
- HOMO-LUMO gap: 6.4 eV
- Lowest unoccupied orbital energy: -2.47 eV
- Total charge: 0

Entry 6:
# CH7N6O4PS

The molecule CH7N6O4PS in a non-equilibrium geometry (the ωB97M-V functional and the def2-TZVPD basis, the OMol25 dataset).

The geometry in XYZ format:
```
20
Properties=species:S:1:pos:R:3
C 0.2350 -1.9582 -0.1778
N 1.1243 1.2342 -0.5168
N 0.0020 -3.3042 -0.0089
N -1.4964 2.2574 -0.4475
N -1.2562 0.3221 1.3752
N -0.3123 -1.3263 -1.1183
N -0.5858 -0.0704 -1.1084
O 1.2342 -1.5601 0.5147
O -3.2215 0.0488 -0.4658
O 1.3497 1.1499 0.8618
O 3.5948 1.1355 -0.2640
P -1.8930 0.6463 -0.1938
S 2.2251 0.1914 -0.0856
H -0.8806 -3.5829 -0.2857
H 0.5724 -3.8826 0.6200
H -1.8271 2.6466 -1.3176
H -0.4786 2.2594 -0.4054
H -0.2375 0.4676 1.3235
H -1.6429 1.2030 1.9211
H 3.4943 2.1227 -0.2206
```

- Expectation value of S²: 2.01
- M: 230.1 g mol⁻¹
- Energy: -38398.3877 eV
- E_HOMO (alpha / beta): -0.2960 / -0.3178 Eh
- HOMO-LUMO gap (alpha / beta): 8.1 / 6.6 eV
- Lowest unoccupied orbital energy (alpha / beta): 0.01 / -2.10 eV
- Total charge: 0
- Multiplicity: 3